No. 1
Below is one molecule with the formula C5H10N2O, with properties calculated with wB97M-V/def2-TZVPD.

Values from the calculation:
**SMILES**: [H]/N=C(\C)C(=O)N(C)C
**HOMO energy**: -9.45 eV
**Lowest unoccupied orbital energy**: 0.0290 hartree
**Energy relative to the best compared isomer or geometry (same formula, charge and spin)**: 21.6 kcal/mol
**Gap between HOMO and LUMO**: 10.240 eV

Each line ends with the natural charge from an NBO analysis.
CARTESIAN COORDINATES (ANGSTROEM)
H1 2.33 -1.65 1.50  0.3330
N1 1.71 -1.57 0.68  -0.6063
C1 0.61 -0.98 1.00  0.2521
C2 0.39 -0.16 2.31  -0.6796
C3 -0.53 -0.84 0.03  0.6220
O1 -1.50 -1.58 0.19  -0.5946
N2 -0.48 0.25 -0.84  -0.4332
C4 -1.64 0.53 -1.66  -0.4178
C5 0.76 0.90 -1.26  -0.4072
H2 -0.48 -0.58 2.82  0.2397
H3 0.27 0.91 2.13  0.2307
H4 1.27 -0.31 2.95  0.2134
H5 -1.56 0.01 -2.62  0.1917
H6 -1.75 1.60 -1.88  0.1993
H7 -2.58 0.20 -1.22  0.2375
H8 1.59 0.71 -0.59  0.2280
H9 0.60 1.98 -1.27  0.1949
H10 1.01 0.56 -2.27  0.1963

---

No. 2
Below is an isolated ion of composition C2H8N3O and charge +1, with properties calculated with wB97M-V/def2-TZVPD.

Values from the calculation:
**Total charge**: +1
**SMILES**: NC(=[NH2+])NCO
**HOMO energy**: -14.81 eV
**Lowest unoccupied orbital energy**: -0.1199 hartree
**Energy relative to the best compared isomer or geometry (same formula, charge and spin)**: 36.7 kcal/mol
**Gap between HOMO and LUMO**: 11.545 eV

Each line ends with the natural charge from an NBO analysis.
CARTESIAN COORDINATES (ANGSTROEM)
N1 -1.80 -1.07 0.12  -0.7392
C1 -0.86 -0.16 0.04  0.6782
N2 -1.22 1.13 0.34  -0.7971
N3 0.38 -0.57 -0.23  -0.5575
C2 1.51 0.33 -0.29  0.1201
O1 2.52 -0.28 0.39  -0.7406
H1 -1.68 -1.99 -0.27  0.4282
H2 -2.72 -0.72 0.20  0.4071
H3 -2.31 1.25 0.37  0.4345
H4 -0.57 1.96 0.12  0.4463
H5 0.61 -1.53 -0.34  0.4316
H6 1.19 1.37 0.00  0.1682
H7 1.71 0.22 -1.39  0.1838
H8 3.22 0.07 0.95  0.5366

---

No. 3
Below is an isolated ion of composition C10H12N and charge +1, with properties calculated with wB97M-V/def2-TZVPD.

Values from the calculation:
**Spin multiplicity**: 3
**Total charge**: +1
**⟨S²⟩**: 2.031
**HOMO energy (spin up / spin down)**: -9.44 / -13.19 eV
**Lowest unoccupied orbital energy (spin up / spin down)**: -0.1151 / -0.2813 hartree
**Energy relative to the best compared isomer or geometry (same formula, charge and spin)**: 54.7 kcal/mol
**Gap between HOMO and LUMO (spin up / spin down)**: 6.304 / 5.532 eV

Each line ends with the Löwdin spin population.
CARTESIAN COORDINATES (ANGSTROEM)
C1 2.60 1.11 0.59  0.3373
C2 1.80 1.99 -0.14  0.1136
C3 2.29 -0.22 0.55  0.0156
C4 0.65 1.53 -0.68  0.1183
C5 1.09 -0.70 -0.04  0.2960
C6 -2.13 0.76 -1.20  0.0815
C7 -2.33 0.28 -0.01  0.2549
C8 -1.01 -0.23 -1.11  0.2672
C9 0.87 -2.20 -0.14  0.0399
C10 -2.72 -0.17 1.29  0.0538
N1 0.28 0.24 -0.59  0.3053
H1 3.41 1.51 1.22  0.0160
H2 1.91 3.07 -0.36  0.0024
H3 2.98 -0.90 1.00  -0.0055
H4 -0.14 2.03 -1.15  0.0056
H5 -2.41 1.59 -1.90  0.0333
H6 -0.96 -1.25 -1.59  0.0076
H7 -0.22 -2.35 0.25  0.0115
H8 0.91 -2.56 -1.16  0.0137
H9 1.57 -2.71 0.43  -0.0003
H10 -2.22 -1.09 1.39  0.0156
H11 -3.85 -0.22 1.28  0.0139
H12 -2.38 0.49 2.06  0.0027

---

No. 4
Below is one molecule with the formula C13H16BrN7O7, with properties calculated with wB97M-V/def2-TZVPD.

Values from the calculation:
**SMILES**: N/C(=N\[N+](=O)[O-])NCCC[C@H](NC(=O)c1ccc(Br)c([N+](=O)[O-])c1)C(=O)NO
**HOMO energy**: -9.30 eV
**Lowest unoccupied orbital energy**: -0.0575 hartree
**Gap between HOMO and LUMO**: 7.735 eV

Each line ends with the natural charge from an NBO analysis.
CARTESIAN COORDINATES (ANGSTROEM)
N1 -1.22 -2.11 -3.92  -0.8194
C1 -0.08 -2.18 -4.59  0.6095
N2 0.00 -2.63 -5.78  -0.4816
N3 -1.02 -3.23 -6.49  0.6264
O1 -1.05 -2.97 -7.71  -0.3819
O2 -1.81 -3.94 -5.89  -0.4436
N4 1.05 -1.77 -4.04  -0.5841
C2 1.19 -0.96 -2.81  -0.2281
C3 1.05 -1.89 -1.59  -0.4097
C4 0.97 -1.14 -0.27  -0.3928
C5 -0.02 0.08 -0.16  -0.1303
N5 0.01 0.49 1.23  -0.5985
C6 -0.20 1.79 1.63  0.6634
O3 -0.54 2.62 0.81  -0.6302
C7 0.09 2.17 3.02  -0.1758
C8 -0.33 3.44 3.45  -0.0992
C9 0.09 3.90 4.71  -0.2538
C10 0.85 3.11 5.58  -0.0001
Br1 1.72 4.05 7.06  0.1047
C11 1.15 1.76 5.28  -0.0372
N6 1.86 0.88 6.15  0.5026
O4 1.77 1.06 7.38  -0.3419
O5 2.52 -0.04 5.65  -0.3637
C12 0.75 1.34 3.98  -0.0698
C13 -1.47 -0.23 -0.62  0.6212
O6 -1.81 -1.36 -0.97  -0.6804
N7 -2.42 0.75 -0.61  -0.3264
O7 -3.72 0.51 -1.16  -0.5303
H1 -1.12 -1.97 -2.91  0.4142
H2 -1.97 -2.70 -4.28  0.4321
H3 1.77 -1.70 -4.77  0.4209
H4 2.13 -0.45 -2.78  0.2178
H5 0.43 -0.21 -2.86  0.1938
H6 0.15 -2.53 -1.65  0.2270
H7 1.92 -2.57 -1.51  0.2226
H8 2.01 -0.82 -0.03  0.2153
H9 0.73 -1.86 0.48  0.2148
H10 0.36 0.89 -0.78  0.2359
H11 0.33 -0.20 1.91  0.4031
H12 -0.94 4.12 2.83  0.2544
H13 -0.16 4.92 5.00  0.2470
H14 0.99 0.31 3.68  0.2217
H15 -2.21 1.70 -0.24  0.4312
H16 -3.79 -0.44 -1.37  0.4995

---

No. 5
Below is a 5-piece molecular cluster, C36H42F2N6O2 overall, with properties calculated with wB97M-V/def2-TZVPD.

Values from the calculation:
**SMILES**: CC[C@@H](C)[C@H](C#N)[C@](C#N)(CC(N)(N)N)N(C(=O)F)C(=O)F.c1ccccc1.c1ccccc1.c1ccccc1.c1ccccc1
**HOMO energy**: -9.14 eV
**Lowest unoccupied orbital energy**: 0.0179 hartree
**Gap between HOMO and LUMO**: 9.627 eV

Each line ends with the Mulliken charge.
CARTESIAN COORDINATES (ANGSTROEM)
C1 4.10 -1.38 3.81  -1.5403
C2 3.93 0.13 3.65  -0.6214
C3 3.40 0.59 2.29  0.8192
C4 4.47 0.22 1.24  -1.9756
C5 2.08 -0.05 1.89  0.0692
C6 1.91 -0.03 0.45  -0.3501
N1 1.71 0.02 -0.69  -0.7138
C7 0.81 0.56 2.57  1.7376
C8 0.81 0.03 3.93  -1.0859
N2 0.81 -0.42 4.99  -0.6962
C9 -0.42 -0.03 1.87  -2.1662
C10 -1.77 0.03 2.63  0.3408
N3 -1.97 -1.22 3.34  -0.6813
N4 -1.89 1.21 3.47  -0.2336
N5 -2.87 0.08 1.64  -0.7600
N6 0.92 2.05 2.59  0.9078
C11 1.06 2.67 3.87  0.3041
O1 0.24 3.09 4.60  -0.4343
F1 2.34 2.79 4.16  -0.1989
C12 0.09 2.73 1.71  0.3186
O2 0.17 2.60 0.52  -0.4896
F2 -0.80 3.54 2.22  -0.2620
H1 3.22 -1.96 3.56  0.2644
H2 4.96 -1.75 3.28  0.3778
H3 4.30 -1.57 4.85  0.4747
H4 4.90 0.57 3.78  0.5223
H5 3.33 0.48 4.48  0.3670
H6 3.36 1.67 2.29  0.3658
H7 5.43 0.38 1.71  0.4639
H8 4.42 -0.81 0.93  0.4116
H9 4.42 0.91 0.41  0.5022
H10 2.07 -1.10 2.16  0.6374
H11 -0.54 0.35 0.87  0.9136
H12 -0.21 -1.08 1.74  0.6836
H13 -1.66 -1.16 4.30  0.3145
H14 -2.95 -1.45 3.31  0.2710
H15 -2.70 1.73 3.16  0.2812
H16 -2.13 0.92 4.41  0.2860
H17 -2.68 -0.64 0.94  0.0697
H18 -2.72 0.95 1.13  0.3304
C13 7.47 3.27 2.03  -0.3976
C14 6.22 3.69 2.46  -0.0855
C15 5.72 4.93 2.09  -0.5182
C16 6.49 5.76 1.27  -0.3902
C17 7.74 5.35 0.85  -0.3979
C18 8.23 4.10 1.22  -0.3900
H19 7.85 2.30 2.32  0.3711
H20 5.62 3.04 3.10  0.3385
H21 4.75 5.25 2.42  0.3855
H22 6.10 6.73 0.98  0.3635
H23 8.34 5.99 0.22  0.3596
H24 9.21 3.78 0.88  0.3624
C19 -2.22 4.04 -4.79  -0.4234
C20 -1.13 3.19 -4.90  -0.3631
C21 -0.46 2.76 -3.76  -0.5766
C22 -0.89 3.17 -2.51  -0.1502
C23 -1.98 4.03 -2.39  -0.5515
C24 -2.64 4.46 -3.53  -0.3809
H25 -2.74 4.38 -5.67  0.3612
H26 -0.79 2.87 -5.88  0.3797
H27 0.39 2.09 -3.85  0.4087
H28 -0.38 2.83 -1.62  0.6540
H29 -2.30 4.35 -1.42  0.3782
H30 -3.49 5.13 -3.44  0.3632
C25 -4.11 -1.37 -1.32  -0.3802
C26 -4.27 -1.72 -2.65  -0.6639
C27 -5.06 -2.81 -2.99  -0.4152
C28 -5.69 -3.54 -2.00  -0.3886
C29 -5.53 -3.19 -0.67  -0.5115
C30 -4.74 -2.10 -0.33  -0.1360
H31 -3.50 -0.51 -1.06  0.4478
H32 -3.77 -1.15 -3.43  0.4181
H33 -5.18 -3.09 -4.03  0.4745
H34 -6.31 -4.39 -2.27  0.4308
H35 -6.02 -3.77 0.11  0.3775
H36 -4.62 -1.83 0.71  0.4264
C31 -3.81 -6.73 -6.32  -0.3844
C32 -3.60 -5.77 -5.34  -0.4671
C33 -3.97 -6.03 -4.03  -0.3464
C34 -4.56 -7.25 -3.70  -0.4705
C35 -4.78 -8.20 -4.69  -0.3737
C36 -4.40 -7.94 -6.00  -0.3658
H37 -3.52 -6.53 -7.34  0.3590
H38 -3.15 -4.82 -5.59  0.3837
H39 -3.81 -5.29 -3.26  0.5721
H40 -4.85 -7.45 -2.68  0.3737
H41 -5.24 -9.15 -4.43  0.3591
H42 -4.57 -8.68 -6.76  0.3552

---

no.,E_tot (hartree),F_max (eV/Å)
1,-381.25107,2.45
2,-320.26603,3.16
3,-442.51146,6.58
4,-3988.73846,3.99
5,-2075.71417,2.26